This record from the Open Molecules 2025 dataset describes C10H17BrCl2O2W as an isolated structure at a distorted geometry. The level of theory is ωB97M-V/def2-TZVPD.

```
33
Properties=species:S:1:pos:R:3:mulliken_spin:R:1
C -0.9142 -0.1057 -1.1762 -0.102
C 0.4770 0.2044 -1.4516 0.081
C 1.0096 0.9113 -0.3323 0.075
C 1.1903 -0.0450 -2.7260 -0.022
C -0.0504 1.1336 0.6378 -0.078
C -1.2006 0.3766 0.1416 0.209
C -2.2964 -0.1207 0.9645 0.001
C -1.8379 -0.8224 -2.0884 -0.056
C 2.3491 1.5441 -0.2740 -0.008
C 0.0892 1.7955 1.8923 -0.021
W 0.2490 -1.2516 0.4410 1.775
Cl 5.0301 -1.4283 -1.0208 0.001
Cl 0.5024 -2.9145 -1.1725 0.036
O -1.4443 0.7249 3.6249 -0.001
H 0.9809 -1.0557 -3.0977 0.001
H 2.2703 0.0358 -2.5664 -0.004
H 0.9110 0.6622 -3.5298 -0.001
H 3.1205 0.8756 -0.6956 -0.013
H 2.6154 1.7910 0.7676 0.003
H 2.3680 2.4932 -0.8523 0.002
H 1.1064 1.8859 2.2726 0.004
H -0.6955 1.1018 3.0605 -0.010
H -0.5055 2.7173 1.9922 0.001
H -2.4205 0.5457 1.8236 -0.008
H -2.1058 -1.1525 1.3152 0.014
H -3.2113 -0.1304 0.3463 0.006
H -1.2961 -1.3592 -2.8731 0.000
H -2.4934 -0.1083 -2.5946 0.003
H -2.4819 -1.5276 -1.5556 -0.003
H -1.0732 -0.0362 4.0765 -0.001
O -0.7485 -2.5674 1.4445 0.036
H -1.1352 -3.2143 0.8498 0.012
Br 1.6418 -0.9592 2.3559 0.068
```

Summary:
largest force on an atom: 2.80 eV/A
lowest unoccupied orbital energy (alpha / beta): 5.1 / 5.0 eV
gap between HOMO and LUMO (alpha / beta): 0.20506 / 0.20237 Ha
charge: -2
HOMO energy (alpha / beta): -0.01780 / -0.01690 Eh
multiplicity: 3